Density functional theory data (ωB97M-V with the def2-TZVPD basis set) for a 2-piece molecular cluster, C12H16N2 overall at a distorted geometry.

Structure (XYZ):
```
30
Properties=species:S:1:pos:R:3:mulliken_charge:R:1
C -0.466 -0.441 -2.744 -1.16
C -0.827 -1.818 -2.136 -0.14
C 0.104 -2.219 -1.049 0.52
C -0.068 -3.022 0.166 -0.92
N 1.196 -2.910 0.825 -0.06
C 1.987 -2.124 0.043 -0.46
N 1.382 -1.771 -1.125 -0.45
H -0.305 0.269 -1.987 0.22
H -1.402 -0.083 -3.281 0.29
H 0.395 -0.419 -3.282 0.51
H -1.930 -1.767 -1.676 0.24
H -0.591 -2.672 -2.999 0.23
H -0.835 -3.736 0.343 0.39
H 1.220 -3.248 1.793 0.23
H 2.928 -1.795 0.194 0.55
C -1.378 3.007 -1.188 -1.10
C -0.707 2.437 0.108 0.60
C -0.789 1.112 0.414 -0.23
C -0.198 0.577 1.539 -0.12
C 0.252 1.313 2.617 -0.66
C 0.143 2.719 2.395 -0.45
C -0.065 3.210 1.143 -0.63
H -1.559 2.321 -1.963 0.24
H -0.840 3.933 -1.406 0.35
H -2.463 3.151 -0.781 0.25
H -1.314 0.393 -0.212 0.52
H -0.250 -0.505 1.520 0.28
H 0.514 0.890 3.613 0.33
H 0.441 3.231 3.298 0.35
H 0.025 4.297 1.072 0.30
```

Output
Multiplicity   1
LUMO energy   0.81 eV
Charge   0
Relative energy (zero: lowest compared OMol25 entry of this formula, charge and spin)   63.53 kcal per mole
SMILES string   CCc1c[nH]cn1.Cc1ccccc1



Density functional theory data (ωB97M-V with the def2-TZVPD basis set) for an isolated molecule of ClFH2N2 at a distorted geometry.

Structure (XYZ):
```
6
Properties=species:S:1:pos:R:3:mulliken_charge:R:1
N -0.396 0.534 -0.337 -0.36
N -0.015 -0.061 0.740 0.20
F -0.023 -1.602 0.327 -0.35
Cl 1.563 0.246 0.934 -0.02
H -1.374 0.362 -0.559 0.25
H 0.245 0.522 -1.105 0.28
```

Output
Multiplicity   1
LUMO energy   0.85 eV
Charge   0
Relative energy (zero: lowest compared OMol25 entry of this formula, charge and spin)   34.69 kcal per mole
SMILES string   NN(F)Cl



Density functional theory data (ωB97M-V with the def2-TZVPD basis set) for a 2-piece molecular cluster, C7H13N4 overall at a distorted geometry.

Structure (XYZ):
```
24
Properties=species:S:1:pos:R:3:mulliken_charge:R:1
C -1.623 -0.213 0.525 -0.73
C -1.038 0.948 0.178 0.28
C 2.893 -1.226 -0.069 0.32
C 1.477 1.042 0.106 -0.05
C -0.764 -1.380 0.236 0.38
C -1.698 2.225 0.080 -1.24
C -1.568 -2.197 -0.707 -1.47
N 3.243 -1.676 0.960 -0.28
N 1.906 2.244 0.417 -0.27
N 0.306 0.616 -0.247 0.14
N 0.325 -0.767 -0.574 -0.31
H -2.557 -0.308 0.904 0.55
H 2.894 -1.173 -1.180 0.32
H -0.313 -1.977 0.994 0.24
H -1.731 2.560 -0.997 0.28
H -1.129 3.089 0.698 0.26
H -2.703 2.202 0.499 0.36
H -1.963 -1.478 -1.436 0.45
H -2.482 -2.631 -0.282 0.38
H -1.071 -3.133 -1.215 0.28
H 3.117 -1.366 1.907 0.35
H 1.413 3.110 0.407 0.20
H 2.957 2.353 0.353 0.28
H 0.109 -0.864 -1.558 0.28
```

Output
Multiplicity   1
LUMO energy (spin up / spin down)   -4.03 / -4.04 eV
Charge   +1
Relative energy (zero: lowest compared OMol25 entry of this formula, charge and spin)   145.93 kcal per mole



Density functional theory data (ωB97M-V with the def2-TZVPD basis set) for an isolated molecule of C3H5N3.

Structure (XYZ):
```
11
Properties=species:S:1:pos:R:3:mulliken_charge:R:1
N 0.628 1.435 -1.041 -0.32
C 0.568 0.315 -0.287 -0.06
C -0.717 -0.691 -0.148 -0.66
N -0.302 -1.727 0.650 0.01
N 0.511 -0.982 1.443 -0.54
C -0.148 0.240 0.932 0.03
H 0.500 2.365 -0.660 0.20
H 1.075 1.399 -1.943 0.23
H -1.503 -0.682 -0.894 0.36
H -0.013 -2.654 0.355 0.27
H -0.599 0.982 1.592 0.47
```

Output
Multiplicity   1
LUMO energy (spin up / spin down)   0.68 / 0.91 eV
Charge   0
Relative energy (zero: lowest compared OMol25 entry of this formula, charge and spin)   138.22 kcal per mole



Density functional theory data (ωB97M-V with the def2-TZVPD basis set) for C43H59BMoN3P2S4 as an isolated structure.

Structure (XYZ):
```
113
Properties=species:S:1:pos:R:3:mulliken_charge:R:1
Mo -1.139 -0.788 -0.981 -2.73
S -1.610 -1.369 -3.347 -0.22
C -0.367 -0.668 -4.351 0.29
C -0.173 -1.099 -5.665 -0.78
C 0.828 -0.540 -6.442 -0.69
C 1.659 0.450 -5.929 -0.97
C 1.456 0.914 -4.640 -0.52
C 0.440 0.364 -3.871 -0.20
S 0.056 1.062 -2.273 0.66
C -1.527 1.808 -2.823 -1.65
C -2.528 1.870 -1.725 0.45
C -3.369 2.968 -1.663 -0.98
C -4.380 3.004 -0.723 -0.87
C -4.480 1.936 0.148 -0.89
C -3.584 0.885 0.059 0.69
C -3.687 -0.235 1.038 -1.36
S -2.001 -0.800 1.469 0.30
C -2.389 -2.491 1.818 -0.55
C -2.324 -2.980 3.113 -0.59
C -2.685 -4.297 3.350 -0.88
C -3.116 -5.094 2.296 -0.62
C -3.179 -4.596 1.003 -0.95
C -2.794 -3.282 0.744 0.76
S -2.830 -2.601 -0.865 -0.22
N -2.616 0.825 -0.877 0.67
H -0.810 -1.879 -6.061 0.51
H 0.960 -0.873 -7.462 0.43
H 2.454 0.866 -6.531 0.45
H 2.074 1.700 -4.225 0.54
H -1.908 1.165 -3.615 1.18
H -1.318 2.793 -3.235 0.56
H -3.234 3.774 -2.371 0.59
H -5.064 3.839 -0.665 0.46
H -5.250 1.906 0.907 0.58
H -4.208 -1.081 0.591 0.54
H -4.194 0.076 1.950 0.64
H -1.991 -2.331 3.914 0.55
H -2.641 -4.696 4.354 0.44
H -3.403 -6.121 2.477 0.42
H -3.499 -5.222 0.180 0.51
C 0.471 4.557 -0.932 -2.00
C 0.244 4.843 0.561 1.84
C -0.827 5.934 0.671 -2.04
C 1.564 5.345 1.150 -1.82
P -0.519 3.250 1.281 0.77
C 1.039 2.205 1.251 -1.56
N 0.936 0.757 1.435 0.57
B 0.419 -0.300 0.582 2.61
N 0.908 -1.517 1.200 0.75
C 0.856 -2.846 0.638 -2.30
P 0.860 -2.548 -1.184 2.79
C 2.680 -1.970 -1.462 2.40
C 2.779 -0.439 -1.438 -1.82
C 3.205 -2.389 -2.840 -1.96
C 3.620 -2.489 -0.368 -1.72
C 0.768 -4.303 -1.925 1.93
C 0.791 -4.231 -3.462 -1.78
C -0.563 -4.949 -1.545 -2.00
C 1.885 -5.195 -1.379 -1.74
C 1.593 -1.227 2.367 -0.21
C 2.179 -2.061 3.306 -0.58
C 2.813 -1.477 4.393 -1.08
C 2.882 -0.096 4.520 -1.00
C 2.304 0.740 3.573 -1.18
C 1.640 0.168 2.497 1.31
C -0.810 3.576 3.142 2.26
C -2.246 4.101 3.263 -1.76
C 0.150 4.540 3.836 -1.96
C -0.749 2.242 3.884 -2.13
H 0.542 5.499 -1.481 0.65
H -0.360 3.989 -1.349 0.15
H 1.393 4.003 -1.111 0.38
H -0.511 6.827 0.126 0.52
H -0.998 6.222 1.708 0.35
H -1.773 5.591 0.244 0.32
H 1.977 6.104 0.479 0.55
H 2.308 4.553 1.238 0.19
H 1.433 5.811 2.123 0.34
H 1.718 2.605 2.000 0.47
H 1.490 2.379 0.270 0.60
H -0.055 -3.383 0.919 0.08
H 1.710 -3.430 0.981 0.97
H 2.357 -0.013 -2.343 -0.13
H 3.834 -0.159 -1.407 0.80
H 2.297 0.002 -0.568 0.27
H 2.501 -2.123 -3.630 0.26
H 3.431 -3.450 -2.901 0.35
H 4.135 -1.851 -3.040 0.55
H 3.416 -2.012 0.592 0.29
H 4.642 -2.230 -0.651 0.58
H 3.581 -3.570 -0.242 0.23
H 0.257 -3.351 -3.819 0.27
H 0.286 -5.106 -3.875 0.50
H 1.797 -4.221 -3.873 0.33
H -1.395 -4.396 -1.961 0.30
H -0.701 -5.042 -0.466 0.40
H -0.592 -5.955 -1.973 0.70
H 2.876 -4.869 -1.685 0.29
H 1.740 -6.208 -1.761 0.55
H 1.850 -5.249 -0.290 0.24
H 2.148 -3.139 3.210 0.54
H 3.280 -2.107 5.139 0.45
H 3.395 0.342 5.365 0.45
H 2.386 1.812 3.690 0.52
H -2.410 5.015 2.691 0.32
H -2.474 4.313 4.311 0.50
H -2.951 3.351 2.906 0.29
H 0.004 5.570 3.513 0.34
H 1.192 4.262 3.673 0.36
H -0.040 4.505 4.912 0.52
H -1.311 1.470 3.367 0.27
H -1.180 2.365 4.882 0.70
H 0.273 1.892 4.004 0.22
```

Output
Multiplicity   3
LUMO energy (spin up / spin down)   -2.67 / -3.24 eV
Charge   +1



Density functional theory data (ωB97M-V with the def2-TZVPD basis set) for C30H22AsCl3IrN3O2 as an isolated structure.

Structure (XYZ):
```
62
Properties=species:S:1:pos:R:3:mulliken_charge:R:1
Ir -0.263 0.553 0.169 1.29
N 2.342 0.059 2.098 0.09
C 2.687 0.120 0.764 0.75
C 4.033 -0.021 0.410 -0.91
C 4.380 0.006 -0.918 -0.43
C 3.390 0.183 -1.887 -0.93
C 2.100 0.335 -1.464 -0.01
N 1.746 0.309 -0.156 -0.05
C 1.137 0.149 2.757 0.71
C 1.165 0.004 4.151 -0.87
C 0.012 0.116 4.879 -0.54
C -1.190 0.379 4.215 -0.92
C -1.167 0.503 2.859 -0.36
N -0.022 0.378 2.126 0.05
H 3.117 -0.137 2.712 0.22
H 4.777 -0.164 1.182 0.47
H 5.416 -0.113 -1.207 0.48
H 3.619 0.202 -2.941 0.48
H 1.289 0.484 -2.169 0.43
H 2.113 -0.194 4.634 0.47
H 0.036 0.003 5.955 0.48
H -2.126 0.480 4.743 0.52
H -2.062 0.713 2.292 0.53
Cl -4.463 -0.638 -1.811 -0.10
C -3.945 -1.122 -0.190 0.78
Cl -4.053 -2.853 0.017 -0.07
Cl -4.904 -0.291 1.046 -0.11
C -2.493 -0.653 -0.067 0.19
O -1.527 -1.420 -0.053 -0.56
O -2.290 0.624 0.036 -0.38
C -0.276 4.701 4.550 -0.65
C -1.378 4.795 3.713 -0.75
C -1.324 4.267 2.429 -0.26
C -0.158 3.646 1.999 0.45
C 0.952 3.550 2.835 0.10
C 0.889 4.082 4.112 -0.87
As -0.073 2.920 0.229 1.23
C 1.359 3.703 -0.757 0.02
C 2.725 3.620 -0.543 -0.20
C 3.576 4.323 -1.383 -0.90
C 3.051 5.092 -2.415 -0.90
C 1.681 5.176 -2.620 -0.55
C 0.814 4.480 -1.788 0.43
C -0.668 4.497 -1.876 0.39
C -1.411 5.199 -2.814 -0.73
C -2.798 5.131 -2.786 -0.81
C -3.460 4.363 -1.836 -1.00
C -2.736 3.651 -0.890 -0.28
C -1.353 3.737 -0.917 -0.15
H -0.319 5.123 5.545 0.44
H -2.278 5.291 4.051 0.47
H -2.179 4.360 1.771 0.40
H 1.873 3.093 2.488 0.30
H 1.753 4.033 4.762 0.46
H 3.135 3.027 0.266 0.40
H 4.646 4.280 -1.232 0.47
H 3.719 5.642 -3.064 0.43
H 1.299 5.793 -3.423 0.45
H -0.922 5.803 -3.566 0.43
H -3.370 5.682 -3.520 0.43
H -4.540 4.315 -1.836 0.46
H -3.246 3.032 -0.165 0.61
```

Output
Multiplicity   1
LUMO energy   -7.40 eV
Charge   +2
Relative energy (zero: lowest compared OMol25 entry of this formula, charge and spin)   0.00 kcal per mole



Density functional theory data (ωB97M-V with the def2-TZVPD basis set) for a 2-piece molecular cluster, C11H12BrIN2O3 overall at a distorted geometry.

Structure (XYZ):
```
30
Properties=species:S:1:pos:R:3:mulliken_charge:R:1
N 0.417 4.256 2.017 -0.64
C -0.414 3.019 1.955 -0.28
I -0.886 2.514 4.055 0.13
C -1.890 3.143 1.280 -0.41
O -2.278 1.725 1.153 -0.36
C -1.174 0.811 1.381 0.43
O -1.215 -0.379 1.748 -0.55
C 0.079 1.775 1.085 0.11
C 1.572 1.214 1.241 -0.22
C 1.988 0.650 -0.225 0.16
O 1.944 -0.571 -0.521 -0.52
Br 2.553 1.901 -1.682 -0.14
H 1.317 3.981 2.465 0.34
H -0.041 4.827 2.759 0.38
H -1.629 3.467 0.215 0.32
H -2.666 3.787 1.806 0.32
H -0.058 1.990 -0.040 0.23
H 1.585 0.305 1.943 0.32
H 2.358 1.998 1.501 0.31
C 0.468 -2.897 -1.540 -0.05
C -0.901 -2.750 -1.713 -0.26
C -1.570 -3.686 -2.486 -0.31
N -0.970 -4.729 -3.082 -0.57
C 0.355 -4.848 -2.900 -0.20
C 1.113 -3.968 -2.144 -0.53
H 1.026 -2.185 -0.941 0.60
H -1.437 -1.926 -1.258 0.33
H -2.641 -3.615 -2.648 0.35
H 0.815 -5.698 -3.394 0.34
H 2.180 -4.114 -2.030 0.36
```

Output
Multiplicity   1
LUMO energy   -0.26 eV
Charge   0
SMILES string   N[C@@]1(I)COC(=O)[C@@H]1CC(=O)Br.c1ccncc1



Density functional theory data (ωB97M-V with the def2-TZVPD basis set) for a 2-piece molecular cluster, C4H13N4O overall at a distorted geometry.

Structure (XYZ):
```
22
Properties=species:S:1:pos:R:3:mulliken_charge:R:1
C -0.875 -1.559 -1.178 -0.85
C 1.556 -1.418 -0.706 0.60
N 1.314 -0.812 0.451 -0.26
N 0.560 -1.770 -1.542 -0.22
N 2.828 -1.666 -1.018 -0.38
H 0.363 -0.546 0.679 0.22
H 1.914 -0.835 1.265 0.26
H 0.751 -1.512 -2.502 0.28
H 3.127 -2.227 -1.802 0.24
H 3.585 -1.636 -0.352 0.23
H -1.225 -2.292 -0.448 0.30
H -1.460 -1.725 -2.067 0.35
H -1.038 -0.559 -0.796 0.38
C -2.523 2.534 1.251 -1.12
C -1.322 1.678 1.014 0.75
O -1.359 0.453 0.913 -0.79
N -0.139 2.347 0.794 -0.35
H -3.021 2.530 0.271 0.27
H -2.301 3.523 1.644 0.39
H 0.747 1.878 0.817 0.19
H -0.179 3.335 1.001 0.20
H -3.281 2.141 1.937 0.31
```

Output
Multiplicity   1
LUMO energy   -2.78 eV
Charge   +1
Relative energy (zero: lowest compared OMol25 entry of this formula, charge and spin)   18.01 kcal per mole



Density functional theory data (ωB97M-V with the def2-TZVPD basis set) for an isolated molecule of C6H15NO at a distorted geometry.

Structure (XYZ):
```
23
Properties=species:S:1:pos:R:3:mulliken_charge:R:1
C 1.060 0.510 2.622 -1.59
C 0.838 -0.519 1.478 0.81
C 0.276 -1.858 2.136 -1.64
C -0.207 0.036 0.517 -0.90
N 0.252 -0.025 -0.903 -0.24
C -0.325 0.969 -1.838 -0.92
C -0.636 0.404 -3.236 -0.12
O -2.046 0.507 -3.422 -0.54
H 0.245 0.499 3.362 0.32
H 1.164 1.505 2.109 0.39
H 1.940 0.248 3.106 0.47
H 1.852 -0.629 1.040 0.23
H 0.644 -2.052 3.097 0.47
H 0.619 -2.650 1.546 0.37
H -0.707 -1.734 2.124 0.46
H -1.283 -0.125 0.642 0.34
H -0.308 1.155 0.551 0.33
H 0.256 -1.015 -1.273 0.22
H -1.066 1.597 -1.485 0.54
H 0.551 1.702 -2.003 0.20
H -0.341 -0.573 -3.542 0.30
H -0.262 1.169 -3.974 0.20
H -2.516 0.880 -2.653 0.30
```

Output
Multiplicity   1
LUMO energy   0.96 eV
Charge   0
Relative energy (zero: lowest compared OMol25 entry of this formula, charge and spin)   75.88 kcal per mole
SMILES string   CC(C)CNCCO